(1)
Computed, not measured: a structure of composition C35H50MnNOP2Si3, with ωB97M-V with the def2-TZVPD basis set.

The geometry in ORCA input format:
```
! RIJCOSX wB97M-V def2-TZVPD def2/J DEFGRID3
* xyz 1 6
Mn 0.26 -0.61 -0.16
C -2.12 -2.90 -0.65
O -0.90 -2.21 -0.90
Si 0.43 -2.85 -1.84
C 0.88 -4.44 -0.98
C -0.29 -3.34 -3.49
C 1.54 -1.40 -1.70
Si 3.33 -1.55 -1.19
C 3.84 -0.04 -0.16
C 3.73 -3.08 -0.17
C 4.54 -1.64 -2.63
Si 1.34 -0.22 -3.15
C 1.87 -0.93 -4.80
C 2.31 1.38 -2.88
C -0.45 0.33 -3.35
H -1.92 -3.90 -0.26
H -2.70 -2.99 -1.57
H -2.70 -2.34 0.09
H 0.03 -5.13 -1.01
H 1.16 -4.29 0.06
H 1.71 -4.94 -1.48
H -1.08 -4.08 -3.34
H 0.48 -3.81 -4.11
H -0.71 -2.51 -4.06
H 3.06 0.26 0.54
H 4.06 0.82 -0.79
H 4.74 -0.26 0.42
H 3.06 -3.23 0.68
H 4.74 -2.97 0.23
H 3.71 -3.98 -0.77
H 4.54 -0.76 -3.27
H 4.34 -2.51 -3.26
H 5.54 -1.75 -2.22
H 2.87 -1.34 -4.79
H 1.84 -0.13 -5.55
H 1.19 -1.71 -5.14
H 3.39 1.24 -2.99
H 2.12 1.83 -1.90
H 2.00 2.10 -3.64
H -0.58 0.76 -4.35
H -0.73 1.11 -2.64
H -1.18 -0.47 -3.24
C -2.41 2.55 2.33
N -1.48 1.52 1.84
P -1.86 -0.15 2.24
C -0.13 -0.80 2.34
C 0.03 -2.19 2.28
C 1.24 -2.78 2.61
C 2.33 -1.99 2.95
C 2.21 -0.60 2.95
C 0.99 -0.01 2.64
C -2.26 -0.03 4.01
C -3.46 -0.60 4.41
C -3.84 -0.56 5.75
C -3.02 0.05 6.68
C -1.82 0.62 6.28
C -1.44 0.58 4.96
P -1.03 1.60 0.20
C -2.54 1.88 -0.76
C -3.11 3.14 -0.91
C -4.32 3.29 -1.56
C -4.98 2.17 -2.06
C -4.42 0.91 -1.91
C -3.21 0.76 -1.26
C -0.05 3.11 0.05
C 0.65 3.61 1.14
C 1.49 4.70 0.98
C 1.64 5.29 -0.27
C 0.94 4.79 -1.36
C 0.10 3.70 -1.20
H -2.44 2.53 3.41
H -3.43 2.40 1.95
H -2.06 3.53 2.01
H -0.82 -2.81 2.02
H 1.34 -3.86 2.59
H 3.27 -2.45 3.21
H 3.07 0.01 3.18
H 0.89 1.07 2.67
H -4.11 -1.07 3.68
H -4.78 -1.01 6.06
H -3.31 0.08 7.72
H -1.18 1.10 7.02
H -0.50 1.03 4.65
H -2.59 4.02 -0.52
H -4.75 4.27 -1.69
H -5.92 2.29 -2.58
H -4.94 0.04 -2.31
H -2.77 -0.22 -1.16
H 0.53 3.16 2.11
H 2.03 5.10 1.83
H 2.30 6.14 -0.39
H 1.06 5.25 -2.33
H -0.44 3.32 -2.06
*
```

HOMO (spin up / spin down)	-10.711 / -11.081	eV
ΔE to the lowest compared entry with this formula, charge and spin	0.000	eV
lowest unoccupied orbital energy (spin up / spin down)	-0.092 / -0.108	Ha
E_tot	-114175.129	eV
orbital gap (spin up / spin down)	8.202 / 8.144	eV
⟨S²⟩	8.761

For reference, the Löwdin charges in units of e are:
1. Mn 0.79
2. C -0.12
3. O -0.42
4. Si 0.35
5. C -0.14
6. C -0.15
7. C -0.51
8. Si 0.38
9. C -0.17
10. C -0.17
11. C -0.18
12. Si 0.37
13. C -0.16
14. C -0.17
15. C -0.17
16. H 0.09
17. H 0.09
18. H 0.06
19. H 0.04
20. H 0.02
21. H 0.04
22. H 0.04
23. H 0.05
24. H 0.03
25. H -0.01
26. H 0.02
27. H 0.04
28. H -0.01
29. H 0.04
30. H 0.03
31. H 0.02
32. H 0.04
33. H 0.04
34. H 0.02
35. H 0.04
36. H 0.02
37. H 0.03
38. H 0.02
39. H 0.04
40. H 0.05
41. H -0.01
42. H 0.02
43. C -0.13
44. N -0.51
45. P 1.02
46. C -0.45
47. C -0.11
48. C -0.07
49. C -0.06
50. C -0.06
51. C -0.12
52. C -0.39
53. C -0.10
54. C -0.07
55. C -0.06
56. C -0.06
57. C -0.09
58. P 0.95
59. C -0.36
60. C -0.09
61. C -0.06
62. C -0.06
63. C -0.06
64. C -0.10
65. C -0.36
66. C -0.09
67. C -0.06
68. C -0.06
69. C -0.06
70. C -0.11
71. H 0.07
72. H 0.09
73. H 0.08
74. H 0.11
75. H 0.12
76. H 0.12
77. H 0.12
78. H 0.08
79. H 0.10
80. H 0.11
81. H 0.11
82. H 0.11
83. H 0.10
84. H 0.11
85. H 0.11
86. H 0.11
87. H 0.11
88. H 0.07
89. H 0.09
90. H 0.11
91. H 0.11
92. H 0.11
93. H 0.10



(2)
Computed, not measured: a structure of composition C15H24EuN4OP2 at a distorted geometry, with ωB97M-V with the def2-TZVPD basis set.

The geometry in ORCA input format:
```
! RIJCOSX wB97M-V def2-TZVPD def2/J DEFGRID3
* xyz 1 9
Eu 0.31 -0.33 0.44
P 2.24 -1.08 -1.87
P -0.45 -0.99 3.27
N -0.62 0.55 -1.65
N -1.93 0.51 0.79
H -2.31 1.58 -2.41
H -3.10 2.12 0.01
H -1.29 2.53 -1.31
C -1.70 1.52 -1.49
H -3.45 0.53 -0.71
C -2.64 1.18 -0.33
H -0.13 1.24 -3.57
H -3.59 0.76 2.03
C 0.07 0.49 -2.78
C -2.57 0.33 1.94
C 1.00 -0.55 -3.05
C -2.11 -0.33 3.09
H 1.10 -0.85 -4.10
H -2.82 -0.40 3.91
H -0.82 -2.30 3.75
H -0.18 -0.36 4.53
H 2.36 -2.40 -2.43
H 3.40 -0.49 -2.48
H -2.23 -1.66 -0.35
C -1.76 -2.55 -0.81
C -1.65 -3.67 0.21
C -2.47 -2.87 -2.11
O -0.36 -2.20 -1.05
H -2.62 -4.12 0.41
H -0.97 -4.44 -0.19
H -1.21 -3.32 1.15
H -2.64 -1.96 -2.70
H -1.90 -3.61 -2.70
H -3.46 -3.29 -1.88
H -0.27 -1.72 -1.93
N 6.17 4.40 2.53
C 5.22 3.84 2.13
C 4.06 3.12 1.64
C 3.86 2.95 0.27
C 2.75 2.21 -0.16
N 1.88 1.66 0.71
C 2.04 1.87 2.03
C 3.13 2.58 2.54
H 4.56 3.36 -0.46
H 2.58 2.03 -1.23
H 1.29 1.43 2.71
H 3.25 2.71 3.61
*
```

HOMO (spin up / spin down)	-9.644 / -9.646	eV
lowest unoccupied orbital energy (spin up / spin down)	-0.127 / -0.201	Ha
E_tot	-61850.007	eV
orbital gap (spin up / spin down)	6.187 / 4.177	eV
⟨S²⟩	20.044

For reference, the Löwdin charges in units of e are:
1. Eu 1.34
2. P 0.71
3. P 0.76
4. N -0.21
5. N -0.11
6. H 0.12
7. H 0.13
8. H 0.11
9. C -0.25
10. H 0.13
11. C -0.20
12. H 0.12
13. H 0.13
14. C -0.31
15. C -0.24
16. C -0.51
17. C -0.34
18. H 0.05
19. H 0.08
20. H -0.05
21. H -0.06
22. H -0.07
23. H -0.09
24. H 0.10
25. C -0.49
26. C -0.04
27. C -0.03
28. O -0.30
29. H 0.09
30. H 0.10
31. H 0.05
32. H 0.09
33. H 0.10
34. H 0.09
35. H 0.03
36. N 0.19
37. C -0.14
38. C -0.20
39. C 0.02
40. C -0.11
41. N -0.09
42. C -0.14
43. C 0.01
44. H 0.13
45. H 0.11
46. H 0.08
47. H 0.13